DFT (ωB97M-V/def2-TZVPD) results for C15H28CaClMg2NNaO15PS2 as an isolated structure at a distorted geometry.

Computed properties:
HOMO-LUMO gap: 0.0636 Ha
Largest force on an atom: 6.86 eV/A
Net charge: 0

Last column: natural (NBO) charge in e.
Positions of all 67 atoms, in Å:
1 C 2.4431 -2.0272 -2.3027  -0.645
2 C 1.0577 -1.5941 -1.8362  -0.403
3 C 1.1285 -1.0524 -0.3942  -0.491
4 C 1.2374 0.4056 -0.2693  0.069
5 C 2.2729 1.1103 0.2082  -0.136
6 C 3.6402 0.7779 0.6793  -0.265
7 C 4.5553 0.4741 -0.5710  -0.669
8 C 3.7412 -0.2824 1.8139  -0.427
9 C 2.9003 0.2263 3.0032  -0.413
10 C 1.5586 -0.5230 3.1972  -0.619
11 C 1.8510 2.5391 0.2639  0.735
12 O 2.1402 3.3828 1.0121  -0.499
13 O 0.9182 2.6558 -0.6962  -0.462
14 C 0.2762 1.5037 -0.6858  0.821
15 O -0.8183 1.5587 -1.1116  -0.682
16 H 2.6367 -3.1071 -2.0512  0.291
17 H 2.5667 -1.9071 -3.3799  0.202
18 H 3.2040 -1.4367 -1.7809  0.144
19 H 0.4400 -2.4787 -1.7796  0.286
20 H 0.5946 -0.8683 -2.5079  0.174
21 H 1.9314 -1.5766 0.1103  0.244
22 H 0.2152 -1.3760 0.1142  0.262
23 H 4.0588 1.6935 1.0978  0.214
24 H 4.0760 0.7605 -1.5285  0.194
25 H 4.9224 -0.5829 -0.5624  0.204
26 H 5.4789 1.0895 -0.4734  0.184
27 H 3.5072 -1.2960 1.5005  0.221
28 H 4.7790 -0.2644 2.1505  0.210
29 H 3.4910 0.0604 3.9007  0.217
30 H 2.6914 1.2930 2.9592  0.210
31 H 1.3140 -1.1820 2.3682  0.213
32 H 1.6226 -1.1508 4.0801  0.222
33 H 0.7243 0.1627 3.3166  0.214
34 O -1.3854 5.6512 -2.9547  -1.009
35 S -0.6731 4.4754 -2.4392  2.556
36 O -1.0732 4.2708 -0.9961  -1.209
37 O 0.7937 4.6565 -2.4836  -1.028
38 O -1.0833 3.2251 -3.1371  -1.248
39 Na 4.4280 3.0314 -1.3873  0.962
40 Mg 5.6748 -1.8322 0.6656  0.135
41 Cl 1.5958 -4.5055 -0.9541  -0.712
42 C -2.7536 7.3784 0.4481  -0.944
43 S -2.9439 8.9120 -0.5187  1.319
44 O -2.5669 10.0231 0.3729  -0.962
45 C -4.7382 8.8428 -0.5738  -0.840
46 H -1.6848 7.2367 0.6420  0.200
47 H -3.2933 7.4629 1.4120  0.254
48 H -3.1415 6.5259 -0.1328  0.234
49 H -5.1430 8.8261 0.4385  0.234
50 H -5.0502 7.9538 -1.1231  0.233
51 H -5.0882 9.7319 -1.0921  0.249
52 C -1.8084 -4.6073 -2.2925  0.890
53 O -2.8288 -5.2594 -2.4768  -0.457
54 O -0.8347 -4.5517 -3.0933  -0.316
55 O -1.5678 -3.8849 -1.2932  -0.336
56 Mg -2.2476 2.3999 -2.3925  1.578
57 Ca -1.8358 5.3373 1.4666  0.398
58 O -4.2719 -6.7900 0.0737  -0.778
59 P -2.9484 -7.5398 0.1257  2.411
60 O -2.7949 -8.3601 -1.1481  -0.736
61 O -2.8968 -8.4473 1.3506  -1.177
62 O -1.8329 -6.5094 0.1621  -0.656
63 N -4.6376 -10.1337 2.7018  -0.879
64 H -5.6095 -9.8374 2.7543  0.432
65 H -4.5940 -11.1336 2.5193  0.429
66 H -4.1558 -9.6138 1.9326  0.512
67 H -4.1659 -9.9229 3.5782  0.443